(1)
Computed, not measured: 2 unconnected molecules or ions with the total composition C7H12O2PS at a distorted geometry, with ωB97M-V with the def2-TZVPD basis set.

## Properties
- HOMO-LUMO gap: 0.26851 hartree
- E_HOMO: -3.8798 eV
- Energy relative to the best compared isomer or geometry (same formula, charge and spin): 21.6 kcal per mole
- Charge: -1

Last column: Löwdin charge in e.
Positions of all 23 atoms, in Å:
C1 -2.35346 0.27202 -0.05164  -0.125
C2 -1.64314 -1.11162 0.21881  -0.181
C3 -0.42978 0.01001 -1.40259  -0.133
C4 -0.14711 1.17964 0.72973  -0.187
C5 -1.02198 1.08037 -0.46547  -0.335
C6 -0.23592 -0.98323 -0.26617  -0.373
C7 0.52826 -0.20406 0.78250  -0.152
O1 2.95880 -0.65777 -1.55558  -0.434
O2 3.44337 -1.07474 1.01701  -0.356
P1 2.79136 -0.06845 -0.23485  0.141
S1 3.64302 1.67514 0.22559  0.021
H1 -2.91400 0.23827 -0.98878  0.091
H2 -2.70536 0.85200 0.81666  0.097
H3 -1.70803 -1.36230 1.23355  0.074
H4 -2.22948 -2.02978 -0.19172  0.128
H5 -1.17529 -0.30117 -2.10734  0.099
H6 0.44621 0.52994 -1.88418  0.126
H7 0.57296 1.92743 0.48582  0.066
H8 -0.75331 1.24112 1.64181  0.111
H9 -1.41424 2.02679 -0.96620  0.148
H10 0.30571 -1.89454 -0.50558  0.135
H11 0.78454 -0.72487 1.64138  0.058
H12 3.25685 -0.62021 1.82723  -0.020

***

(2)
Computed, not measured: a molecular structure, C28H53AlF10O42PS11 at a distorted geometry, with ωB97M-V with the def2-TZVPD basis set.

## Properties
- HOMO-LUMO gap: 0.19101 hartree
- E_HOMO: -3.9336 eV
- Charge: -1

Last column: Löwdin charge in e.
Positions of all 146 atoms, in Å:
C1 7.34416 1.09100 1.33914  -0.387
P1 6.92423 -0.48654 0.43655  0.721
C2 6.97084 0.02430 -1.35615  -0.403
Al1 4.62616 -0.91292 0.81538  0.107
O1 4.41466 -1.31216 2.56170  -0.224
C3 3.62095 0.82013 0.40160  -0.188
C4 2.11034 0.87323 0.74661  -0.172
C5 1.12767 0.69089 -0.36351  -0.489
F1 1.18976 -0.51358 -0.93698  0.140
F2 1.43251 1.57314 -1.34785  0.119
C6 -0.32725 1.08451 0.05921  -0.429
F3 -1.01486 1.44208 -1.02057  0.132
F4 -0.34798 2.14783 0.85768  0.115
S1 -1.33616 -0.24969 0.96831  0.743
F5 -1.38035 0.63610 2.27440  -0.138
F6 -0.07661 -0.99136 1.49907  -0.101
F7 -1.44389 -1.16142 -0.29522  -0.109
F8 -2.67657 0.46784 0.51271  -0.144
F9 -2.22698 -1.29631 1.76000  -0.141
C7 4.21443 -2.44195 -0.49075  -0.135
C8 3.26530 -3.52607 -0.17028  -0.521
O2 2.70479 -4.17278 -1.04573  0.043
F10 3.04095 -3.88640 1.10556  0.086
H1 7.26700 0.94139 2.40358  0.012
H2 6.65054 1.87228 1.03799  0.006
H3 8.33460 1.40901 1.04091  0.006
H4 7.97258 0.09092 -1.74298  0.004
H5 6.51360 0.99686 -1.43398  -0.003
H6 6.38053 -0.64645 -1.96857  0.015
H7 3.51197 -1.23194 2.88278  -0.054
H8 4.08888 1.57045 1.02438  0.041
H9 3.85556 1.08550 -0.62663  0.046
H10 1.92106 1.81284 1.23783  0.111
H11 1.93966 0.10855 1.49126  0.084
H12 5.17290 -2.94299 -0.60938  0.069
H13 3.92406 -2.08818 -1.46516  0.061
C9 -3.48738 -4.80751 1.24789  -0.146
C10 -4.46179 -3.85314 1.87604  -0.171
O3 -5.74733 -4.46091 1.68586  -0.194
S2 -5.58930 -6.05571 1.73229  0.592
O4 -5.92070 -6.51216 3.02977  -0.215
O5 -6.20208 -6.58718 0.57280  -0.221
O6 -3.99661 -6.11212 1.57047  -0.176
H14 -3.48268 -4.69513 0.16466  0.138
H15 -2.47719 -4.68911 1.62902  0.142
H16 -4.43364 -2.87031 1.41420  0.107
H17 -4.28903 -3.75753 2.95153  0.117
C11 -6.93403 -3.72714 -1.97340  -0.146
C12 -8.12240 -2.91478 -1.51055  -0.155
O7 -7.54691 -1.82906 -0.76622  -0.186
S3 -6.13378 -1.43333 -1.40746  0.597
O8 -6.31066 -0.32470 -2.26538  -0.204
O9 -5.16371 -1.44056 -0.37343  -0.224
O10 -5.93593 -2.74439 -2.30188  -0.182
H18 -6.54633 -4.36022 -1.17271  0.116
H19 -7.15598 -4.33990 -2.84094  0.139
H20 -8.79888 -3.48602 -0.88242  0.137
H21 -8.67400 -2.49470 -2.35418  0.134
C13 5.03353 1.46852 -5.52558  -0.158
C14 6.38472 1.32060 -6.19188  -0.163
O11 7.17385 2.38139 -5.63791  -0.185
S4 6.71715 2.64679 -4.12016  0.598
O12 7.57877 1.96441 -3.23676  -0.220
O13 6.42491 4.01989 -3.97054  -0.215
O14 5.33702 1.84193 -4.17848  -0.180
H22 4.44636 2.26948 -5.98045  0.122
H23 4.45939 0.54656 -5.53784  0.138
H24 6.33087 1.41556 -7.27237  0.133
H25 6.85692 0.37051 -5.93182  0.134
C15 0.44143 1.38955 5.91738  -0.162
C16 1.74256 1.85075 6.53801  -0.164
O15 2.71987 0.92145 6.05567  -0.177
S5 2.32133 0.44424 4.57539  0.603
O16 3.03737 1.22156 3.64690  -0.183
O17 2.30395 -0.96937 4.55496  -0.204
O18 0.80119 0.96951 4.59857  -0.195
H26 0.02656 0.53209 6.45177  0.133
H27 -0.30168 2.18065 5.86915  0.136
H28 1.71493 1.83835 7.62359  0.133
H29 2.01801 2.84918 6.19116  0.134
C17 -4.25538 -2.88171 6.01982  -0.163
C18 -5.26935 -2.06614 5.24738  -0.171
O19 -5.86690 -1.21374 6.23252  -0.184
S6 -4.77883 -0.83959 7.34974  0.594
O20 -4.22451 0.42610 7.04863  -0.217
O21 -5.32676 -1.13211 8.61933  -0.213
O22 -3.69972 -1.96233 6.96839  -0.185
H30 -4.73266 -3.69584 6.56821  0.137
H31 -3.47203 -3.28538 5.38438  0.130
H32 -6.02596 -2.68255 4.76966  0.135
H33 -4.78540 -1.43516 4.49754  0.133
C19 -3.37653 5.10302 1.18340  -0.156
C20 -2.09123 4.96686 0.40445  -0.137
O23 -1.24454 6.01108 0.93794  -0.187
S7 -1.57160 6.21097 2.49294  0.593
O24 -0.60952 5.48258 3.22722  -0.204
O25 -1.85246 7.57929 2.74463  -0.231
O26 -2.95415 5.40699 2.52027  -0.184
H34 -3.99153 5.92774 0.81542  0.125
H35 -3.95934 4.18692 1.17551  0.138
H36 -2.22681 5.10016 -0.66491  0.144
H37 -1.62905 3.99731 0.59964  0.115
C21 -0.59755 -6.84621 -4.22446  -0.158
C22 -0.25896 -5.55261 -4.93182  -0.157
O27 -0.17128 -5.91756 -6.31768  -0.189
S8 -1.20797 -7.09802 -6.62615  0.590
O28 -2.39148 -6.54163 -7.17269  -0.225
O29 -0.51238 -8.14377 -7.27413  -0.217
O30 -1.50690 -7.51619 -5.11181  -0.184
H38 0.28620 -7.47352 -4.09741  0.134
H39 -1.06062 -6.68647 -3.26080  0.131
H40 0.67754 -5.12138 -4.59118  0.138
H41 -1.05864 -4.81538 -4.82382  0.134
C23 2.92478 6.98499 -3.13284  -0.158
C24 3.96457 5.94359 -2.81677  -0.163
O31 3.28290 4.69135 -2.99432  -0.182
S9 2.20030 4.83229 -4.15596  0.588
O32 2.74813 4.33699 -5.36627  -0.224
O33 0.95259 4.37627 -3.66744  -0.217
O34 2.18216 6.43171 -4.23270  -0.186
H42 2.24327 7.13205 -2.29930  0.131
H43 3.36018 7.93795 -3.41453  0.135
H44 4.34418 6.02418 -1.80305  0.141
H45 4.79840 5.98013 -3.52002  0.120
C25 2.46905 -7.70898 -0.12654  -0.151
C26 1.23063 -6.93656 0.24904  -0.161
O35 0.16253 -7.63800 -0.42128  -0.205
S10 0.50492 -9.20507 -0.47704  0.586
O36 -0.17153 -9.84273 0.58994  -0.219
O37 0.39671 -9.64453 -1.81895  -0.226
O38 2.05424 -9.08957 -0.10394  -0.190
H46 2.80708 -7.46423 -1.13441  0.135
H47 3.28118 -7.54915 0.57537  0.139
H48 1.27270 -5.89983 -0.07344  0.108
H49 1.06053 -6.97666 1.32674  0.135
C27 -2.95868 10.71252 0.69533  -0.160
C28 -2.88803 9.28443 0.20247  -0.165
O39 -2.74252 9.41326 -1.22360  -0.185
S11 -1.91396 10.74366 -1.55768  0.591
O40 -0.55659 10.41146 -1.76786  -0.216
O41 -2.64673 11.50421 -2.49702  -0.216
O42 -2.02825 11.43303 -0.11719  -0.183
H50 -3.94949 11.14265 0.53385  0.133
H51 -2.69235 10.79921 1.74445  0.137
H52 -3.78142 8.71742 0.44640  0.133
H53 -2.01291 8.77418 0.60076  0.107

***

(3)
Computed, not measured: 13 unconnected molecules or ions with the total composition C12H46O15 at a distorted geometry, with ωB97M-V with the def2-TZVPD basis set.

## Properties
- HOMO-LUMO gap: 0.34804 hartree
- E_HOMO: -9.6358 eV
- Energy relative to the best compared isomer or geometry (same formula, charge and spin): 20.3 kcal per mole

Last column: Löwdin charge in e.
Positions of all 73 atoms, in Å:
O1 -2.59508 -2.18885 0.44803  -0.029
H1 -3.47013 -2.46647 0.71901  0.062
H2 -2.33868 -2.82307 -0.22149  0.029
O2 2.68882 -1.39775 0.57864  -0.050
H3 2.32620 -2.27130 0.43149  -0.011
H4 2.80387 -1.03462 -0.29950  -0.011
O3 -1.06142 -3.38391 -2.16190  -0.045
H5 -0.13441 -3.35887 -1.92470  -0.016
H6 -1.25191 -4.31347 -2.28780  0.039
O4 3.93702 0.10598 -1.84842  -0.058
H7 4.73719 0.60144 -2.02295  0.040
H8 3.26825 0.77460 -1.70027  -0.023
C1 -1.49848 -1.79611 3.83396  -0.015
C2 -0.88728 -3.12746 3.47200  -0.345
C3 0.01255 -3.11990 2.26077  -0.110
O5 1.20136 -3.65451 2.78528  0.074
C4 1.16552 -3.79795 4.12474  -0.515
O6 2.04036 -4.34145 4.77108  0.140
O7 -0.06755 -3.46148 4.55253  0.094
H9 -2.19692 -1.60262 3.01981  0.071
H10 -0.82071 -0.94326 3.87099  0.093
H11 -2.03023 -1.79173 4.78544  0.093
H12 -1.68490 -3.86358 3.37180  0.154
H13 0.07263 -2.06940 1.97625  0.119
H14 -0.46114 -3.69428 1.46465  0.126
C5 -1.54739 3.14707 2.50916  -0.172
O8 -1.21039 1.85486 2.98212  -0.122
H15 -1.37432 3.33226 1.44904  0.059
H16 -2.63606 3.18348 2.54868  0.077
H17 -1.02568 3.96211 3.01079  0.067
H18 -0.78460 1.43322 2.23211  0.021
C6 1.98662 -4.69088 -0.76669  -0.097
O9 1.60033 -3.37107 -1.21374  -0.158
H19 1.05600 -5.15049 -0.43384  0.081
H20 2.24505 -5.31601 -1.62139  0.081
H21 2.83856 -4.74288 -0.08875  0.094
H22 2.13000 -3.15768 -1.98544  0.104
C7 2.48213 3.60781 -2.23763  -0.118
O10 2.72552 2.45662 -1.42063  -0.143
H23 1.50799 3.65942 -2.72393  0.069
H24 2.48011 4.50880 -1.62418  0.074
H25 3.28404 3.84936 -2.93525  0.085
H26 2.29367 2.57281 -0.57115  0.041
C8 1.85164 4.31278 1.92633  -0.121
O11 1.32386 3.26799 1.10340  -0.135
H27 1.25010 4.45853 2.82355  0.070
H28 2.84705 4.04622 2.28154  0.085
H29 1.91461 5.24044 1.35747  0.086
H30 1.46829 2.50882 1.67297  0.085
C9 -0.10085 0.07030 -0.45962  -0.140
O12 -0.91325 0.16240 0.69750  -0.138
H31 0.28468 -0.94905 -0.47961  0.062
H32 -0.78213 0.00310 -1.30781  0.078
H33 0.73042 0.76983 -0.54762  0.077
H34 -1.45811 -0.62748 0.72584  0.025
C10 -3.98957 1.03691 -0.41919  -0.116
O13 -3.99779 1.16333 -1.83823  -0.120
H35 -3.24372 1.66424 0.06893  0.074
H36 -4.98000 1.20033 0.00561  0.082
H37 -3.80297 -0.01620 -0.20887  0.060
H38 -4.61648 0.51184 -2.17643  0.095
C11 -1.46802 3.25888 -1.65235  -0.172
O14 -1.97925 2.72789 -2.83419  -0.131
H39 -1.01090 2.38749 -1.18350  0.061
H40 -0.72912 4.01006 -1.93139  0.074
H41 -2.29223 3.74380 -1.12922  0.084
H42 -2.61797 2.08406 -2.51936  0.014
C12 0.84755 0.40189 -3.96473  -0.161
O15 1.07762 -0.68208 -4.82050  -0.109
H43 1.71395 1.06329 -3.96370  0.077
H44 0.02100 0.99299 -4.35908  0.082
H45 0.61975 0.13236 -2.93344  0.051
H46 0.22534 -1.06378 -5.04300  0.074